Record 1
DFT (ωB97M-V/def2-TZVPD) results for a structure of composition C13H10Cl5GaN at a distorted geometry.

```
30
Properties=species:S:1:pos:R:3:forces:R:3:nbo_charge:R:1
C 0.780435 -3.475473 -1.192096 5.266 -1.135 -2.091 -0.364
C -0.556474 -3.505677 -1.200235 -4.716 -2.637 -3.407 -0.346
C -1.041704 -2.778252 -0.150709 -3.780 0.848 1.720 -0.384
C 0.044517 -2.280453 0.571654 0.698 1.969 1.042 -0.406
C 1.202781 -2.663756 -0.139633 1.808 -0.301 1.384 -0.320
Ga 0.918225 0.360242 -0.727118 2.100 -3.160 3.638 1.538
N 2.667795 -0.476243 -0.635601 -0.818 4.226 -1.183 -1.275
C 0.402634 0.193313 -2.556494 -7.268 2.413 -1.858 -0.799
C -1.168006 0.288369 -2.417591 3.806 -1.602 1.383 -0.292
H -2.153157 -2.656692 0.166082 2.025 -0.318 -0.722 0.176
H -1.235643 -4.100514 -1.996629 1.602 1.423 1.926 0.168
H 0.021269 -1.680747 1.532651 0.020 -0.867 -1.227 0.198
H 2.266937 -2.427109 0.162953 -1.708 -0.511 -0.506 0.241
H 1.526542 -4.038665 -1.930664 -1.810 1.372 1.572 0.179
H -1.717038 -0.704783 -2.189087 0.971 1.652 -0.527 0.246
H 0.785425 1.190548 -2.822873 0.417 -0.771 -0.446 0.250
H 3.190315 0.462722 -0.896049 -0.350 -1.754 0.553 0.286
H -1.691530 1.222011 -2.050813 0.873 -0.982 -0.724 0.199
H 0.772449 -0.741866 -2.837526 0.793 -1.074 -0.739 0.293
Cl 1.795216 3.041333 -0.338007 0.272 -0.020 -0.144 0.071
C 0.644552 2.539963 0.854588 -0.701 1.547 2.034 -0.056
C -0.061825 1.368044 0.678137 -0.363 0.746 -0.010 -0.498
C -1.163915 1.189584 1.526818 0.074 1.193 0.908 -0.041
Cl -2.343645 -0.000644 1.158740 0.047 -0.136 0.144 0.076
C -1.411023 2.076371 2.626408 -0.048 -0.302 -0.388 -0.067
Cl -2.686762 1.745917 3.766198 0.144 -0.054 -0.410 0.025
C -0.652406 3.249965 2.844786 0.766 -2.097 -1.876 -0.124
Cl -0.910013 4.286932 4.134097 -0.273 0.579 0.767 0.083
C 0.393632 3.449824 1.935630 0.204 -0.137 -0.721 -0.074
Cl 1.380418 4.865733 2.122380 -0.051 -0.109 -0.089 0.021
```
Forces are in eV/Å.

Properties
LUMO (spin up / spin down) in Eh: 0.053 / 0.053
ΔE to the lowest compared entry with this formula, charge and spin in kcal/mol: 125.7
Net charge: -1
Frontier orbital gap (spin up / spin down) in hartree: 0.160 / 0.160

***

Record 2
DFT (ωB97M-V/def2-TZVPD) results for a structure of composition C15H8F5LiN2S at a distorted geometry.

```
32
Properties=species:S:1:pos:R:3:forces:R:3:nbo_charge:R:1
Li -12.923137 -5.984042 6.120415 0.234 -0.049 -0.367 0.862
N -14.611066 -8.083995 4.521487 0.230 1.253 1.422 -0.777
C -15.676197 -8.283982 5.346437 0.176 -0.851 -1.899 0.237
C -16.730533 -9.189751 4.924445 2.833 1.853 1.493 -0.286
C -17.760064 -9.383662 5.813537 -1.383 1.418 1.387 -0.163
C -17.866195 -8.596869 6.985917 1.279 -0.558 -1.119 -0.265
C -16.798880 -7.695786 7.323802 -2.796 -0.440 2.234 -0.060
C -16.934129 -6.955131 8.545267 3.176 1.050 -1.744 -0.064
C -15.899012 -6.076130 8.888146 -1.543 -0.733 0.864 -0.278
C -14.829292 -5.943811 8.035181 0.515 -1.501 -2.903 0.048
N -14.725733 -6.580710 6.848554 0.051 -0.365 1.207 -0.532
C -15.685355 -7.523560 6.556589 0.374 0.437 -1.401 0.077
H -14.463819 -8.622775 3.733206 0.127 -1.156 -1.596 0.392
H -13.831868 -7.480441 4.766981 -0.469 -0.342 -0.138 0.392
H -16.591461 -9.718745 3.990038 -0.212 0.022 0.088 0.223
H -18.581810 -10.005903 5.501137 -0.158 -0.321 0.243 0.219
H -18.679596 -8.644337 7.694356 -0.185 -0.284 -0.221 0.214
H -17.808276 -7.109389 9.070579 -1.533 -0.055 1.429 0.215
H -15.824982 -5.489674 9.799369 -0.530 -0.229 0.011 0.233
H -13.956591 -5.372762 8.245211 0.262 0.864 0.560 0.190
F -7.456841 -2.707534 5.872794 0.759 -0.323 -0.686 -0.289
C -8.390707 -3.546158 5.415519 -1.053 0.808 0.940 0.259
C -8.379624 -4.226864 4.206408 3.480 0.985 0.846 0.269
F -7.136311 -4.254219 3.593828 -1.472 0.161 0.163 -0.310
C -9.319273 -5.142061 3.854350 1.741 0.834 -0.452 0.316
F -8.892749 -6.003790 2.965331 -0.364 -0.933 -1.196 -0.280
C -10.478430 -5.276377 4.533132 0.698 2.697 2.793 -0.319
S -11.430032 -6.564996 4.253619 -3.145 -2.645 -0.198 -0.411
C -10.540612 -4.429158 5.692059 -0.052 0.435 1.004 0.286
F -11.721257 -4.490965 6.449331 0.455 -0.358 -0.142 -0.388
C -9.490983 -3.660670 6.260061 -0.600 -1.389 -0.738 0.283
F -9.380308 -3.219642 7.559179 -0.897 -0.287 -1.881 -0.295
```
Forces are in eV/Å.

Properties
LUMO in Eh: -0.033
Frontier orbital gap in hartree: 0.241

***

Number 1: calculated total energy -130115.25554 eV. Number 2: calculated total energy -43292.05577 eV.